# 1
C15H18BrNO6P | ωB97M-V/def2-TZVPD

Element x y z (Å)
Br -4.93459 -0.04278 0.91575
P -3.46995 1.73543 0.86788
O 2.94303 2.81145 -2.87333
O 3.81687 -1.11776 0.54827
O -0.48972 -1.91328 4.34772
O 2.33244 3.08744 -0.53920
O 3.85154 -5.14531 4.34190
O -3.58960 2.56133 2.40358
N -3.76247 1.82078 -4.67677
C 0.31786 -1.98732 3.28741
C -1.39690 -0.16338 2.01794
C -1.02907 2.17074 -1.75059
C 0.81728 0.36866 -0.36672
C -2.46885 1.74672 -2.48378
C 1.53715 -3.06553 3.05879
C 0.05504 -0.92328 2.02504
C -1.74008 0.88565 0.76149
C -0.65207 1.16016 -0.47946
C -2.35033 1.58347 -4.11057
C 1.89628 0.67600 -1.58288
C 2.62442 -1.46278 1.04025
C 1.20988 -0.65888 0.84774
C 2.59599 -2.83056 1.99651
C 2.41036 2.26503 -1.59733
H 1.54744 -4.01594 3.74880
H -4.43446 1.19383 -4.14761
H -1.58561 2.41417 -4.49713
H -2.91408 0.80082 -1.92749
H -1.98157 0.49700 -4.36053
H -2.16045 -0.38491 2.87646
H -1.07273 3.25551 -1.27291
H 1.32983 0.52914 -2.62187
H 3.06984 2.05856 -3.54908
H -3.20010 2.66719 -2.27495
H 4.76061 -4.92677 4.01341
H 3.41095 -3.66359 1.88145
H 3.68744 -4.75700 5.23876
H -4.03678 2.79975 -4.38615
H -0.23114 2.16212 -2.60477
H -3.21292 1.98556 3.15950
H 3.68935 -6.12296 4.33536
H 2.80990 -0.05444 -1.61090

- net charge = +1
- gap between HOMO and LUMO (eV) = 5.21

***

# 2
H4NPS | ωB97M-V/def2-TZVPD

Element x y z (Å)
S -0.45961 0.54173 -2.48378
P 0.45068 -1.06207 1.06046
N 0.20317 1.30545 -1.34023
H -0.11826 -2.10326 1.75426
H 0.62279 2.26482 -1.35353
H -0.69885 -0.90621 0.25568
H 0.00007 -0.04046 2.10713

- SMILES string = N=S.P
- relative energy (zero: lowest compared OMol25 entry of this formula, charge and spin) (eV) = 3.084
- net charge = 0
- gap between HOMO and LUMO (spin up / spin down) (eV) = 7.42 / 7.42

***

| no. | total energy (eV) |
| --- | --- |
| 1 | -108930.1332 |
| 2 | -21675.9248 |